--- P ---
The following is a quantum chemistry calculation of an isolated molecule of C15H21N3O3S, from OMol25.

Properties
M = 323.42 g mol⁻¹
HOMO energy = -8.55 eV
structure (SMILES) = CCCCCOc1ccc(CSC2=NCCN2)cc1[N+](=O)[O-]
gap between HOMO and LUMO = 8.6 eV

CARTESIAN COORDINATES (ANGSTROEM)
1 C 2.853 0.515 5.115
2 C 2.115 -0.751 5.536
3 C 0.778 -0.937 4.816
4 C 0.938 -1.212 3.323
5 C -0.417 -1.480 2.665
6 O -0.305 -1.749 1.281
7 C -0.092 -0.762 0.403
8 C -0.048 0.601 0.713
9 C 0.182 1.549 -0.261
10 C 0.405 1.188 -1.588
11 C 0.373 -0.156 -1.914
12 C 0.119 -1.118 -0.946
13 N 0.069 -2.489 -1.375
14 O -0.557 -3.288 -0.715
15 O 0.655 -2.764 -2.405
16 H 0.515 -0.473 -2.936
17 C 0.603 2.225 -2.640
18 H 1.010 1.800 -3.555
19 H 1.208 3.059 -2.287
20 S -1.010 2.975 -3.100
21 C -1.636 1.695 -4.103
22 N -0.954 0.690 -4.484
23 C -1.823 -0.138 -5.299
24 H -1.968 -1.096 -4.793
25 H -1.338 -0.329 -6.258
26 C -3.152 0.651 -5.440
27 N -2.949 1.728 -4.485
28 H -3.463 2.590 -4.548
29 H -3.296 1.034 -6.457
30 H -4.022 0.054 -5.159
31 H 0.185 2.595 0.011
32 H -0.208 0.930 1.727
33 H -1.111 -0.651 2.846
34 H -0.857 -2.392 3.077
35 H 1.417 -0.363 2.833
36 H 1.575 -2.086 3.173
37 H 0.167 -0.042 4.958
38 H 0.246 -1.775 5.271
39 H 2.748 -1.621 5.349
40 H 1.924 -0.707 6.610
41 H 2.218 1.388 5.250
42 H 3.747 0.646 5.720
43 H 3.156 0.465 4.073

What are the natural (NBO) partial charges on each atom? They are as follows, in elementary charge units: number 1, C, carries -0.6081; number 2, C, carries -0.3868; number 3, C, carries -0.3928; number 4, C, carries -0.4313; number 5, C, carries -0.0563; number 6, O, carries -0.4622; number 7, C, carries 0.3338; number 8, C, carries -0.3341; number 9, C, carries -0.0851; number 10, C, carries -0.1028; number 11, C, carries -0.1641; number 12, C, carries 0.0144; number 13, N, carries 0.5192; number 14, O, carries -0.3593; number 15, O, carries -0.3953; number 16, H, carries 0.2722; number 17, C, carries -0.5196; number 18, H, carries 0.2626; number 19, H, carries 0.2333; number 20, S, carries 0.2417; number 21, C, carries 0.2686; number 22, N, carries -0.5394; number 23, C, carries -0.2439; number 24, H, carries 0.1985; number 25, H, carries 0.2013; number 26, C, carries -0.2366; number 27, N, carries -0.6300; number 28, H, carries 0.4002; number 29, H, carries 0.1849; number 30, H, carries 0.1984; number 31, H, carries 0.2043; number 32, H, carries 0.2215; number 33, H, carries 0.1706; number 34, H, carries 0.2004; number 35, H, carries 0.2051; number 36, H, carries 0.2105; number 37, H, carries 0.1925; number 38, H, carries 0.2023; number 39, H, carries 0.1965; number 40, H, carries 0.2014; number 41, H, carries 0.1993; number 42, H, carries 0.2126; number 43, H, carries 0.2017

---

--- Q ---
The following is a quantum chemistry calculation of an isolated molecule of C15H21N3O3S, from OMol25.

Properties
M = 323.42 g mol⁻¹
HOMO energy = -8.55 eV
structure (SMILES) = CCOC(=O)C1CCN(C(=O)CSc2nccc(C)n2)CC1
gap between HOMO and LUMO = 9.2 eV

CARTESIAN COORDINATES (ANGSTROEM)
1 C 4.874 -3.557 -1.132
2 C 4.653 -2.410 -0.156
3 H 5.471 -1.689 -0.203
4 H 4.553 -2.797 0.863
5 O 3.480 -1.663 -0.486
6 C 2.310 -2.138 -0.049
7 O 2.197 -3.136 0.612
8 C 1.164 -1.252 -0.516
9 C 1.375 0.200 -0.069
10 H 2.374 0.536 -0.345
11 H 0.646 0.839 -0.568
12 C 1.189 0.322 1.446
13 N -0.120 -0.154 1.824
14 C -1.166 0.572 2.269
15 O -2.246 0.071 2.517
16 C -0.957 2.067 2.475
17 H -0.112 2.288 3.124
18 H -1.876 2.481 2.888
19 S -0.632 2.912 0.889
20 C -2.182 2.674 0.108
21 N -3.232 2.483 0.885
22 C -4.385 2.283 0.272
23 C -4.497 2.292 -1.108
24 C -3.330 2.536 -1.834
25 N -2.172 2.720 -1.215
26 C -3.320 2.592 -3.326
27 H -3.993 3.374 -3.674
28 H -3.663 1.644 -3.738
29 H -2.313 2.798 -3.677
30 H -5.440 2.124 -1.602
31 H -5.234 2.115 0.921
32 C -0.320 -1.553 1.499
33 C -0.183 -1.770 -0.008
34 H -0.277 -2.835 -0.222
35 H -0.985 -1.236 -0.522
36 H -1.317 -1.836 1.838
37 H 0.425 -2.154 2.027
38 H 1.335 1.356 1.751
39 H 1.934 -0.300 1.957
40 H 1.186 -1.287 -1.612
41 H 5.804 -4.064 -0.893
42 H 4.926 -3.179 -2.151
43 H 4.056 -4.269 -1.060

What are the natural (NBO) partial charges on each atom? They are as follows, in elementary charge units: number 1, C, carries -0.6340; number 2, C, carries -0.0753; number 3, H, carries 0.1890; number 4, H, carries 0.1979; number 5, O, carries -0.5154; number 6, C, carries 0.8071; number 7, O, carries -0.6105; number 8, C, carries -0.3264; number 9, C, carries -0.4065; number 10, H, carries 0.2259; number 11, H, carries 0.2282; number 12, C, carries -0.2125; number 13, N, carries -0.4442; number 14, C, carries 0.6717; number 15, O, carries -0.6238; number 16, C, carries -0.6231; number 17, H, carries 0.2391; number 18, H, carries 0.2772; number 19, S, carries 0.2621; number 20, C, carries 0.2620; number 21, N, carries -0.4761; number 22, C, carries 0.1036; number 23, C, carries -0.3276; number 24, C, carries 0.2730; number 25, N, carries -0.4859; number 26, C, carries -0.6514; number 27, H, carries 0.2277; number 28, H, carries 0.2275; number 29, H, carries 0.2375; number 30, H, carries 0.2232; number 31, H, carries 0.2018; number 32, C, carries -0.2339; number 33, C, carries -0.4027; number 34, H, carries 0.2274; number 35, H, carries 0.2118; number 36, H, carries 0.2501; number 37, H, carries 0.2084; number 38, H, carries 0.2155; number 39, H, carries 0.1931; number 40, H, carries 0.2386; number 41, H, carries 0.2170; number 42, H, carries 0.2102; number 43, H, carries 0.2230

---

What should be chosen as the most stable of them? Choose Q.

---

--- P ---
The following is a quantum chemistry calculation of a cluster of 3 separate species, C4H13NO3 in total, from OMol25.

Properties
M = 123.15 g mol⁻¹
HOMO energy = -9.21 eV
structure (SMILES) = CN[C@@H](C)C=O.O.O
gap between HOMO and LUMO = 9.5 eV

CARTESIAN COORDINATES (ANGSTROEM)
1 C 0.602 -1.862 -0.828
2 N 0.039 -0.647 -1.338
3 C 1.129 0.951 0.219
4 C 0.784 0.597 -1.198
5 C 2.046 0.652 -2.082
6 O 2.808 1.507 -1.703
7 H 0.524 -2.696 -1.640
8 H 1.701 -1.800 -0.540
9 H 0.097 -2.357 0.041
10 H -0.862 -0.408 -0.885
11 H 1.705 1.864 0.330
12 H 0.388 0.970 0.924
13 H 1.684 0.212 0.638
14 H 0.148 1.491 -1.563
15 H 2.112 -0.039 -3.038
16 H -2.930 1.106 0.289
17 H -1.692 2.159 0.634
18 O -2.769 1.993 0.553
19 H -2.618 -1.584 3.070
20 H -2.311 -1.214 4.473
21 O -2.585 -0.895 3.642

What are the natural (NBO) partial charges on each atom? They are as follows, in elementary charge units: number 1, C, carries -0.4357; number 2, N, carries -0.6379; number 3, C, carries -0.6390; number 4, C, carries -0.1451; number 5, C, carries 0.4275; number 6, O, carries -0.5221; number 7, H, carries 0.1920; number 8, H, carries 0.1965; number 9, H, carries 0.1951; number 10, H, carries 0.3574; number 11, H, carries 0.2392; number 12, H, carries 0.2037; number 13, H, carries 0.2062; number 14, H, carries 0.2218; number 15, H, carries 0.1379; number 16, H, carries 0.4663; number 17, H, carries 0.4776; number 18, O, carries -0.9418; number 19, H, carries 0.4588; number 20, H, carries 0.4676; number 21, O, carries -0.9261

---

--- Q ---
The following is a quantum chemistry calculation of a cluster of 3 separate species, C4H13NO3 in total, from OMol25.

Properties
M = 123.15 g mol⁻¹
HOMO energy = -9.34 eV
structure (SMILES) = CCCC(N)=O.O.O
gap between HOMO and LUMO = 10.1 eV

CARTESIAN COORDINATES (ANGSTROEM)
1 C -2.314 1.523 -0.624
2 C -1.235 0.570 -0.158
3 C -0.664 1.038 1.284
4 C 0.632 0.288 1.409
5 N 1.948 0.776 1.490
6 O 0.551 -0.928 1.318
7 H -2.486 2.234 0.279
8 H -3.278 1.061 -0.439
9 H -2.100 2.182 -1.518
10 H -1.582 -0.497 -0.011
11 H -0.479 0.451 -0.910
12 H -0.475 2.048 1.332
13 H -1.461 0.823 1.948
14 H 2.161 1.746 1.258
15 H 2.643 0.012 1.535
16 H 0.242 -1.998 -2.738
17 H 1.688 -1.873 -2.494
18 O 1.055 -1.506 -3.099
19 H 1.889 -3.281 0.469
20 H 1.297 -2.123 -0.414
21 O 1.968 -2.544 0.082

What are the natural (NBO) partial charges on each atom? They are as follows, in elementary charge units: number 1, C, carries -0.6448; number 2, C, carries -0.3859; number 3, C, carries -0.4820; number 4, C, carries 0.6740; number 5, N, carries -0.8513; number 6, O, carries -0.6492; number 7, H, carries 0.1963; number 8, H, carries 0.2252; number 9, H, carries 0.2323; number 10, H, carries 0.2172; number 11, H, carries 0.2110; number 12, H, carries 0.1968; number 13, H, carries 0.2362; number 14, H, carries 0.3940; number 15, H, carries 0.4262; number 16, H, carries 0.4612; number 17, H, carries 0.4668; number 18, O, carries -0.9264; number 19, H, carries 0.4619; number 20, H, carries 0.4828; number 21, O, carries -0.9423

---

--- R ---
The following is a quantum chemistry calculation of a cluster of 3 separate species, C4H13NO3 in total, from OMol25.

Properties
M = 123.15 g mol⁻¹
HOMO energy = -10.08 eV
structure (SMILES) = CCCNC=O.O.O
gap between HOMO and LUMO = 10.7 eV

CARTESIAN COORDINATES (ANGSTROEM)
1 C -1.066 1.659 -0.951
2 N -1.129 0.425 -1.490
3 C -1.421 -0.764 -0.696
4 C -0.387 -1.893 -0.846
5 C 1.013 -1.433 -1.248
6 O -1.274 1.924 0.213
7 H -0.782 2.422 -1.685
8 H -1.097 0.279 -2.483
9 H -1.470 -0.407 0.324
10 H -2.402 -1.155 -0.959
11 H -0.321 -2.430 0.096
12 H -0.726 -2.578 -1.627
13 H 1.718 -2.249 -1.434
14 H 1.452 -0.668 -0.614
15 H 0.960 -0.965 -2.243
16 H 2.042 3.183 1.190
17 H 1.854 1.811 1.840
18 O 2.515 2.377 1.417
19 H 0.523 0.309 3.057
20 H -0.477 0.103 4.155
21 O 0.475 0.052 3.984

What are the natural (NBO) partial charges on each atom? They are as follows, in elementary charge units: number 1, C, carries 0.5320; number 2, N, carries -0.6086; number 3, C, carries -0.2334; number 4, C, carries -0.4112; number 5, C, carries -0.6089; number 6, O, carries -0.6323; number 7, H, carries 0.1122; number 8, H, carries 0.3946; number 9, H, carries 0.2247; number 10, H, carries 0.1955; number 11, H, carries 0.2134; number 12, H, carries 0.1961; number 13, H, carries 0.2185; number 14, H, carries 0.2137; number 15, H, carries 0.1930; number 16, H, carries 0.4719; number 17, H, carries 0.4641; number 18, O, carries -0.9358; number 19, H, carries 0.4594; number 20, H, carries 0.4696; number 21, O, carries -0.9284

---

--- S ---
The following is a quantum chemistry calculation of a cluster of 3 separate species, C4H13NO3 in total, from OMol25.

Properties
M = 123.15 g mol⁻¹
HOMO energy = -9.34 eV
structure (SMILES) = CCNCC=O.O.O
gap between HOMO and LUMO = 10.0 eV

CARTESIAN COORDINATES (ANGSTROEM)
1 C -1.173 2.276 -0.992
2 C -1.705 1.124 -0.092
3 N -0.900 -0.127 -0.070
4 C -0.981 -0.687 1.306
5 C -0.645 -2.167 1.067
6 O 0.448 -2.588 0.731
7 H -0.144 2.190 -1.309
8 H -1.286 3.164 -0.365
9 H -1.815 2.386 -1.883
10 H -2.675 0.810 -0.519
11 H -1.873 1.532 0.913
12 H 0.082 -0.030 -0.367
13 H -0.342 -0.204 2.113
14 H -2.040 -0.538 1.605
15 H -1.466 -2.860 0.919
16 H 2.829 -0.165 -0.742
17 H 2.648 1.239 -0.854
18 O 2.728 0.490 -1.470
19 H 2.194 -1.997 0.572
20 H 3.156 -2.226 -0.642
21 O 2.959 -1.621 0.078

What are the natural (NBO) partial charges on each atom? They are as follows, in elementary charge units: number 1, C, carries -0.6256; number 2, C, carries -0.2178; number 3, N, carries -0.6246; number 4, C, carries -0.3276; number 5, C, carries 0.4655; number 6, O, carries -0.5688; number 7, H, carries 0.2207; number 8, H, carries 0.2107; number 9, H, carries 0.2154; number 10, H, carries 0.1904; number 11, H, carries 0.1700; number 12, H, carries 0.3850; number 13, H, carries 0.1924; number 14, H, carries 0.2067; number 15, H, carries 0.1231; number 16, H, carries 0.4874; number 17, H, carries 0.4474; number 18, O, carries -0.9698; number 19, H, carries 0.5108; number 20, H, carries 0.4833; number 21, O, carries -0.9748

---

What should be chosen as the most stable of them? Choose R.